Below is C26H32IrO2PS2 as an isolated structure, with properties calculated with wB97M-V/def2-TZVPD.

Cartesian coordinates (Å):
Ir -0.8197 -0.6548 0.0233
C 2.2322 -1.3814 -0.8028
O 1.1941 -1.8521 0.0631
C 0.9239 -3.2535 -0.0343
C -0.2212 -3.4663 -0.9994
O -1.3716 -2.7296 -0.5477
C -2.2188 -3.4653 0.3521
H 3.1590 -1.9119 -0.5798
H 2.3520 -0.3222 -0.5905
H 1.9636 -1.5203 -1.8535
H 0.6559 -3.5837 0.9698
H 1.8197 -3.7888 -0.3532
H -0.4816 -4.5213 -1.0967
H 0.0166 -3.0699 -1.9874
H -2.5902 -4.3503 -0.1638
H -3.0420 -2.8082 0.6144
H -1.6788 -3.7527 1.2556
S -0.9238 -1.1431 2.4474
P -0.2015 0.7390 2.6145
S -0.6719 1.5174 0.7785
C 1.5849 0.7743 2.8336
C 2.3050 -0.3958 3.0447
C 3.6855 -0.3365 3.1828
C 4.3396 0.8833 3.1069
C 3.6195 2.0541 2.8957
C 2.2439 2.0027 2.7582
C -0.9369 1.6912 3.9375
C -2.2522 2.1330 3.7905
C -2.8630 2.8175 4.8261
C -2.1679 3.0557 6.0054
C -0.8621 2.6121 6.1544
C -0.2406 1.9280 5.1210
H 1.7839 -1.3427 3.0984
H 4.2483 -1.2443 3.3554
H 5.4153 0.9265 3.2157
H 4.1321 3.0047 2.8377
H 1.6822 2.9143 2.5899
H -2.7871 1.9428 2.8682
H -3.8807 3.1666 4.7156
H -2.6484 3.5922 6.8128
H -0.3251 2.7997 7.0743
H 0.7794 1.5842 5.2352
C 0.4242 1.6533 -2.4479
C -0.8047 0.8068 -2.7852
C -2.0625 1.7138 -2.6847
C -1.0615 -0.2963 -1.8044
C -0.7099 0.1900 -4.1906
C -1.8084 -0.4780 -4.7362
C -1.7458 -1.0578 -5.9919
C -0.5750 -0.9866 -6.7352
C 0.5233 -0.3318 -6.2071
C 0.4570 0.2500 -4.9455
H 0.3120 2.1333 -1.4807
H 0.5525 2.4340 -3.1983
H 1.3339 1.0533 -2.4220
H -2.1141 2.1822 -1.7020
H -2.9873 1.1637 -2.8511
H -1.9831 2.4877 -3.4486
H -1.5966 -1.1199 -2.2999
H -2.7361 -0.5464 -4.1802
H -2.6154 -1.5610 -6.3940
H -0.5245 -1.4347 -7.7184
H 1.4408 -0.2637 -6.7769
H 1.3299 0.7634 -4.5690

Properties
Net charge ... +1
Gap between HOMO and LUMO (alpha / beta) ... 8.12 / 7.50 eV
HOMO (alpha / beta) ... -11.2824 / -11.1883 eV
Electronic energy ... -2402.2547 a.u.
ΔE to the lowest compared entry with this formula, charge and spin ... 3.9 kcal per mole
Multiplicity ... 2

Atom charges from the natural (NBO) analysis, given in e for atoms 1 to 5: 0.708, -0.252, -0.547, -0.106, -0.101

Below is an isolated ion of composition C3H8NS and charge +1 in a non-equilibrium geometry, with properties calculated with wB97M-V/def2-TZVPD.

Cartesian coordinates (Å):
C -0.2142 0.7776 -2.0999
C 0.6292 -0.3358 0.2559
C 0.3827 0.6510 1.3262
N -0.3849 -0.9944 -0.3079
S 1.0123 1.1981 -1.2098
H -0.8070 -0.1487 -1.6228
H -0.7467 1.3557 -2.8717
H 1.6169 -0.6762 0.2952
H -0.1190 0.1177 2.1107
H -0.3506 1.3417 0.9681
H 1.2256 1.1788 1.7293
H -1.2839 -1.0050 0.0715
H -0.0976 -1.9396 -0.6519

Properties
Net charge ... +1
Gap between HOMO and LUMO ... 9.66 eV
HOMO ... -15.0275 eV
Electronic energy ... -571.7113 a.u.
ΔE to the lowest compared entry with this formula, charge and spin ... 36.9 kcal per mole

Atom charges from the natural (NBO) analysis, given in e for atoms 1 to 5: -0.467, 0.059, -0.677, -0.765, 0.498

Below is C32H46As3N4O6PbSe as an isolated structure, with properties calculated with wB97M-V/def2-TZVPD.

Cartesian coordinates (Å):
Pb 0.3261 -0.6169 0.7320
O 0.9539 3.8828 3.1888
C 0.6926 2.6186 2.8405
O 1.5104 1.8888 2.3336
C -0.7130 2.2089 3.1439
C -1.5679 2.9925 3.8978
C -2.8340 2.4887 4.1853
C -3.1759 1.2353 3.7163
C -2.2489 0.5288 2.9488
N -1.0478 1.0102 2.6635
C -2.5684 -0.8795 2.4581
O -3.5194 -1.4524 2.9676
O -1.7700 -1.3526 1.5785
H 1.8847 4.0660 2.9862
H -1.2460 3.9587 4.2579
H -3.5297 3.0657 4.7797
H -4.1290 0.7722 3.9296
C -3.2605 0.6688 -0.6633
As -1.4562 1.3871 -0.5425
C -1.9309 3.1797 0.0675
C -1.1446 1.6130 -2.4729
C 0.1596 2.2582 -2.9631
C 0.2748 3.6661 -2.3662
C 1.4100 1.4217 -2.6506
As 2.1739 1.2699 -0.8351
C 3.9505 0.6961 -1.3827
C 2.7066 3.0904 -0.3470
C 0.0673 2.4642 -4.4961
As 0.1080 1.0927 -5.9345
C -0.8448 -0.4516 -5.1900
C 1.9278 0.3674 -5.7564
H -3.9021 1.4025 -1.1516
H -3.6435 0.4530 0.3321
H -3.2551 -0.2577 -1.2321
H -2.3597 3.7327 -0.7668
H -1.0770 3.7257 0.4613
H -2.6772 3.0708 0.8538
H -1.9922 2.2042 -2.8327
H -1.2548 0.6061 -2.8755
H 0.2809 3.6407 -1.2772
H -0.5692 4.2827 -2.6829
H 1.1902 4.1583 -2.6980
H 2.2397 1.7920 -3.2584
H 1.2423 0.3784 -2.9316
H 4.4385 1.5167 -1.9092
H 3.8658 -0.1805 -2.0164
H 4.5341 0.4339 -0.5018
H 3.0644 3.6162 -1.2315
H 3.5238 2.9903 0.3665
H 1.9037 3.6564 0.1169
H 0.8878 3.1251 -4.7963
H -0.8468 3.0276 -4.7055
H -1.8931 -0.2089 -5.0172
H -0.4014 -0.8292 -4.2697
H -0.8063 -1.2343 -5.9492
H 2.6495 1.1830 -5.7096
H 2.1404 -0.2130 -6.6538
H 2.0521 -0.2734 -4.8846
C 1.0035 -3.4405 -3.5848
N 0.4973 -4.1636 -2.4234
C 0.7780 -5.4768 -2.1221
C 0.1375 -5.7629 -0.9674
N -0.5311 -4.6268 -0.5826
C -1.3055 -4.5007 0.6461
C -0.2987 -3.6495 -1.4669
Se -0.9827 -1.9155 -1.4505
H 1.7270 -4.0766 -4.0881
H 1.4858 -2.5251 -3.2524
H 0.1873 -3.2054 -4.2645
H 1.3964 -6.0892 -2.7530
H 0.1011 -6.6717 -0.3943
H -0.6591 -4.7384 1.4891
H -2.1460 -5.1915 0.6197
H -1.6725 -3.4811 0.7428
O 1.6409 -3.0579 0.6068
C 2.3762 -2.7768 -0.3713
O 2.2746 -1.7438 -1.0630
H 3.1624 -3.5084 -0.6397
C 1.4701 -1.4389 2.8855
C 0.6720 -1.1629 4.0264
C 0.9521 -0.0508 4.8433
C 0.1949 0.1969 5.9634
C -0.8638 -0.6621 6.2784
C -1.1333 -1.7920 5.5053
C -0.3637 -2.0411 4.3903
C -1.6973 -0.3514 7.4086
N -2.3519 -0.0857 8.3142
H 1.4626 -2.4216 2.4319
H 2.3624 -0.8450 2.7181
H 1.7693 0.6055 4.5747
H 0.3971 1.0489 6.5981
H -1.9615 -2.4369 5.7610
H -0.5749 -2.8993 3.7662

Properties
Net charge ... +1
Gap between HOMO and LUMO ... 5.38 eV
HOMO ... -10.5488 eV
Electronic energy ... -11218.8430 a.u.
ΔE to the lowest compared entry with this formula, charge and spin ... 57.3 kcal per mole

Atom charges from the Löwdin analysis, given in e for atoms 1 to 5: 1.116, 0.134, -0.478, 0.023, -0.220

Below is C3HNO in the gas phase in a non-equilibrium geometry, with properties calculated with wB97M-V/def2-TZVPD.

Cartesian coordinates (Å):
C 1.1450 -1.6594 0.0701
C 1.0445 1.6916 0.0604
C -0.6635 -0.0015 -0.1473
N 0.1200 -1.0949 -0.0166
O 0.0763 1.0541 -0.0026
H -1.7223 0.0101 0.0360

Properties
Gap between HOMO and LUMO ... 7.77 eV
HOMO ... -8.3035 eV
Electronic energy ... -244.6608 a.u.
ΔE to the lowest compared entry with this formula, charge and spin ... 125.6 kcal per mole

Atom charges from the natural (NBO) analysis, given in e for atoms 1 to 5: 0.253, 0.481, -0.028, -0.557, -0.372

Below is a 2-piece molecular cluster, C7H12NO overall in a non-equilibrium geometry, with properties calculated with wB97M-V/def2-TZVPD.

Cartesian coordinates (Å):
C 0.0187 -0.3152 1.2950
C 0.4737 0.8870 1.4367
C -1.5437 -0.5361 -2.7141
C -0.7813 -1.4901 1.5518
C 0.7078 2.3290 1.5425
C -2.6362 -0.6865 -3.4005
C 2.2850 -0.2983 0.1956
N 0.8920 0.0783 0.2384
O -0.5706 -0.3067 -2.1253
H -0.2534 -2.3490 1.3485
H -1.5974 -1.5204 0.8180
H -1.2567 -1.5339 2.4629
H 0.2034 2.7262 2.4867
H 0.4340 2.7988 0.5618
H 1.7831 2.4803 1.7156
H -3.5200 -0.1193 -3.0790
H 0.5205 0.3176 -0.6760
H -2.8079 -1.4069 -4.2759
H 2.3277 -0.9996 -0.7069
H 2.8645 0.7365 0.1845
H 2.4570 -0.7916 1.1397

Properties
Net charge ... +1
Gap between HOMO and LUMO ... 10.03 eV
HOMO ... -12.7050 eV
Electronic energy ... -403.5316 a.u.
ΔE to the lowest compared entry with this formula, charge and spin ... 87.0 kcal per mole

Atom charges from the natural (NBO) analysis, given in e for atoms 1 to 5: 0.223, 0.225, 0.734, -0.673, -0.684

Below is C4H6O7Rb4S as an isolated structure in a non-equilibrium geometry, with properties calculated with wB97M-V/def2-TZVPD.

Cartesian coordinates (Å):
Rb -17.4921 -21.8016 17.7751
Rb -13.0594 -19.7777 16.6790
Rb -14.7902 -19.8156 20.4994
Rb -14.2342 -16.0888 17.9789
S -16.3970 -18.6707 16.7638
O -17.7347 -18.3444 17.2300
O -15.4370 -18.8119 17.9613
O -16.4112 -19.9617 16.0257
O -15.8310 -17.5975 15.9275
C -18.5490 -20.2357 12.5743
C -19.8237 -19.7079 13.1835
C -19.7441 -19.5148 14.7202
O -20.1282 -18.1507 14.9262
C -20.2019 -17.5036 13.7366
O -20.3992 -16.3499 13.6194
O -19.9634 -18.3563 12.7185
H -18.5623 -20.0844 11.4977
H -18.4158 -21.3109 12.7560
H -17.6754 -19.7591 13.0236
H -20.6688 -20.3168 12.8689
H -18.7224 -19.6852 15.0615
H -20.4792 -20.0866 15.2871

Properties
Net charge ... +2
Gap between HOMO and LUMO ... 6.28 eV
HOMO ... -13.7559 eV
Electronic energy ... -1176.8466 a.u.
ΔE to the lowest compared entry with this formula, charge and spin ... 51.9 kcal per mole

Atom charges from the natural (NBO) analysis, given in e for atoms 1 to 5: 0.991, 0.990, 0.996, 0.993, 2.549